10
Properties=species:S:1:pos:R:3:forces:R:3 method="wB97M-V/def2-TZVPD" energy_ha=-1621.96670 charge=0
Mg 2.5913 1.2601 0.5401 -2.203 0.252 -0.305
Cl 1.3314 3.0249 -0.0690 1.097 -0.174 0.122
C -1.1556 -0.1372 -0.5390 1.068 0.347 1.194
F -2.1328 -0.9961 -0.7181 -0.208 -0.228 -0.634
F -0.6826 0.3614 -1.6656 -0.093 -0.213 -0.742
F -1.6158 0.8801 0.1806 -0.170 0.196 0.272
S 0.2021 -1.0067 0.4148 -0.433 -2.073 -0.240
O 0.8964 -1.8837 -0.5255 -0.730 1.120 0.883
O 1.1119 0.0907 0.8786 0.812 0.262 0.112
O -0.5464 -1.5936 1.5031 0.861 0.512 -0.662